21
Properties=species:S:1:pos:R:3 method="wB97M-V/def2-TZVPD" total_energy_ha=-664.9320 fmax_ev_per_a=4.7 smiles="O=C1N[C@@H]2O[C@H](CO)[C@@H](O)[C@@H]2O1" e_above_lowest_kj_mol=240.90
C 2.056 1.599 0.791
C 1.522 0.220 0.691
C -0.409 -1.111 0.893
C -2.308 -0.375 -0.257
C -0.100 -1.069 -0.557
C 1.139 -0.233 -0.747
H 0.195 2.448 0.085
H 2.079 1.733 1.896
H 3.198 1.622 0.425
H 2.213 -0.467 1.117
H -0.196 -1.977 1.390
H -2.345 -0.771 1.816
H 0.010 -2.113 -0.863
H 0.766 0.705 -1.200
H 1.938 -0.805 -2.417
N -1.750 -0.788 0.923
O 1.286 2.567 -0.047
O 0.252 0.074 1.510
O -3.363 0.125 -0.478
O -1.324 -0.666 -1.280
O 2.273 -0.731 -1.404


128
Properties=species:S:1:pos:R:3 method="wB97M-V/def2-TZVPD" total_energy_ha=-2981.6730 fmax_ev_per_a=1.4 total_charge=+1
C 2.782 -3.202 -2.296
C 1.801 -2.037 -2.197
C 2.183 -0.811 -3.019
C 1.265 0.392 -2.751
C -0.233 0.058 -2.696
N -1.095 1.047 -3.375
C -1.758 2.133 -2.912
N -1.758 2.596 -1.671
C -2.632 3.683 -1.237
C -4.072 3.239 -1.025
O -4.815 4.431 -0.899
C -4.261 2.355 0.203
N -5.670 1.933 0.230
O -0.967 1.932 -0.750
C 0.128 2.751 -0.260
C 1.002 3.401 -1.327
N 2.403 3.017 -1.162
C 3.359 3.968 -1.728
C 3.566 3.832 -3.226
C 4.135 2.470 -3.634
O 2.329 4.127 -3.897
N -2.501 2.726 -3.884
C -2.266 2.021 -4.933
F -2.765 2.211 -6.085
N -1.410 0.996 -4.747
C -0.957 0.040 -5.755
F -0.626 0.746 -6.835
F 0.115 -0.583 -5.287
C -2.073 -1.007 -6.115
F -2.884 -1.132 -5.066
F -1.525 -2.166 -6.382
F -2.777 -0.584 -7.138
H 2.828 -3.613 -3.307
H 3.783 -2.908 -1.978
H 2.403 -3.986 -1.637
H 0.810 -2.412 -2.470
H 1.743 -1.726 -1.147
H 2.270 -1.043 -4.083
H 3.182 -0.506 -2.692
H 1.417 1.184 -3.488
H 1.555 0.801 -1.782
H -0.610 0.040 -1.678
H -0.459 -0.916 -3.121
H -2.225 4.040 -0.291
H -2.583 4.497 -1.959
H -4.411 2.660 -1.897
H -5.753 4.194 -0.942
H -4.040 2.950 1.093
H -3.567 1.507 0.175
H -6.057 1.993 1.163
H -5.770 0.967 -0.058
H 0.696 2.038 0.343
H -0.285 3.496 0.423
H 0.894 4.494 -1.257
H 0.663 3.135 -2.330
H 2.599 2.895 -0.177
H 4.338 3.774 -1.280
H 3.098 5.006 -1.478
H 4.290 4.608 -3.501
H 4.550 1.936 -2.779
H 4.934 2.588 -4.368
H 3.369 1.838 -4.088
H 2.295 3.602 -4.703
C 1.627 -6.164 2.511
C 2.670 -5.050 2.610
C 2.569 -4.403 1.235
O 1.214 -4.575 0.809
C 0.543 -5.491 1.682
H 1.260 -6.507 3.477
H 2.038 -7.022 1.976
H 2.377 -4.335 3.383
H 3.675 -5.402 2.836
H 3.221 -4.890 0.502
H 2.796 -3.335 1.247
H -0.160 -4.933 2.308
H -0.030 -6.194 1.078
C -4.754 -4.463 2.070
C -4.624 -5.388 0.860
C -3.137 -5.723 0.891
O -2.756 -5.702 2.266
C -3.793 -5.114 3.057
H -5.767 -4.391 2.461
H -4.412 -3.456 1.817
H -5.220 -6.290 1.008
H -4.929 -4.929 -0.079
H -2.551 -4.972 0.345
H -2.906 -6.705 0.478
H -4.289 -5.898 3.637
H -3.344 -4.402 3.751
C 8.527 4.155 0.840
C 7.542 5.001 1.646
C 6.944 5.888 0.562
O 6.952 5.110 -0.638
C 7.755 3.942 -0.456
H 8.800 3.218 1.323
H 9.441 4.719 0.648
H 6.771 4.366 2.089
H 8.009 5.574 2.445
H 7.549 6.787 0.408
H 5.919 6.196 0.771
H 7.102 3.063 -0.386
H 8.400 3.822 -1.327
C -2.025 -1.298 1.189
C -1.398 -1.891 2.450
C 0.087 -1.671 2.184
O 0.178 -0.470 1.393
C -1.118 -0.100 0.934
H -3.070 -1.017 1.317
H -1.956 -2.009 0.362
H -1.728 -1.336 3.325
H -1.642 -2.941 2.605
H 0.491 -2.507 1.611
H 0.674 -1.539 3.094
H -1.464 0.783 1.487
H -1.051 0.168 -0.124
C -3.458 0.777 6.349
C -4.647 -0.027 6.871
C -4.926 -0.954 5.696
O -3.663 -1.204 5.070
C -2.690 -0.284 5.573
H -2.859 1.238 7.133
H -3.803 1.565 5.676
H -4.356 -0.606 7.750
H -5.508 0.584 7.136
H -5.599 -0.486 4.969
H -5.356 -1.909 5.998
H -1.995 -0.827 6.222
H -2.125 0.136 4.739


115
Properties=species:S:1:pos:R:3 method="wB97M-V/def2-TZVPD" total_energy_ha=-2217.6289 fmax_ev_per_a=4.2 total_charge=+1 e_above_lowest_kj_mol=287.73
C -0.021 0.725 6.299
O -0.790 1.165 5.130
C -1.827 0.402 4.785
C -3.059 0.562 5.507
C -3.812 -0.601 5.825
C -5.085 -0.484 6.365
C -5.662 0.768 6.625
C -7.066 0.855 7.180
C -4.848 1.904 6.465
C -3.568 1.823 5.947
H 0.537 1.582 6.675
H -0.701 0.368 7.085
H 0.698 -0.072 6.034
H -1.585 -0.555 4.310
H -3.371 -1.569 5.575
H -5.665 -1.365 6.633
H -7.371 1.897 7.345
H -7.776 0.402 6.473
H -7.176 0.309 8.135
H -5.237 2.858 6.811
H -2.961 2.705 5.747
C 0.741 -2.236 1.496
C 1.966 -1.562 2.099
C 2.033 -2.065 3.547
C 3.224 -2.068 1.396
C 1.876 0.007 2.077
C 1.471 0.615 3.264
C 1.884 1.893 3.608
C 2.555 2.618 2.637
C 2.500 2.236 1.285
C 2.769 3.383 0.261
C 1.978 3.214 -1.028
C 4.275 3.461 -0.017
C 2.301 4.733 0.825
C 2.218 0.869 0.984
N 2.057 0.392 -0.373
C 3.163 0.262 -1.317
C 2.483 -0.002 -2.637
N 1.113 -0.379 -2.274
C 0.330 -1.010 -3.336
C 0.639 -2.339 -3.735
C 1.652 -3.348 -3.102
C 1.102 -4.792 -3.176
C 1.932 -3.078 -1.640
C 2.942 -3.354 -3.934
C 0.038 -2.860 -4.882
C -1.035 -2.234 -5.485
C -1.375 -0.964 -5.053
C -0.541 -0.260 -4.168
C -0.554 1.284 -4.347
C -1.908 1.750 -4.902
C 0.513 1.666 -5.382
C -0.332 2.024 -3.047
C 0.874 -0.022 -0.953
C -0.292 0.060 -0.199
C -1.540 -0.363 -0.776
C -1.638 -1.625 -1.433
C -2.687 -1.874 -2.285
C -3.653 -0.848 -2.497
N -4.477 -0.948 -3.637
O -5.265 -0.004 -3.885
O -4.371 -1.964 -4.366
C -3.640 0.360 -1.745
C -2.647 0.531 -0.798
H 0.636 -1.981 0.439
H 0.834 -3.331 1.587
H -0.177 -1.904 1.989
H 2.882 -1.623 4.083
H 1.100 -1.849 4.080
H 2.147 -3.157 3.569
H 4.131 -1.672 1.870
H 3.270 -3.167 1.435
H 3.253 -1.776 0.346
H 0.850 0.078 3.970
H 1.683 2.299 4.599
H 3.014 3.560 2.942
H 0.935 2.955 -0.801
H 1.968 4.166 -1.583
H 2.430 2.474 -1.695
H 4.814 3.757 0.891
H 4.688 2.498 -0.343
H 4.479 4.202 -0.802
H 2.868 5.046 1.707
H 2.431 5.507 0.058
H 1.234 4.679 1.073
H 3.777 1.168 -1.324
H 3.845 -0.568 -1.050
H 2.424 0.894 -3.279
H 2.946 -0.792 -3.250
H 1.095 -5.184 -4.202
H 1.748 -5.457 -2.582
H 0.085 -4.842 -2.764
H 2.367 -2.090 -1.498
H 0.999 -3.151 -1.072
H 2.648 -3.812 -1.230
H 3.449 -2.385 -3.961
H 3.649 -4.090 -3.525
H 2.722 -3.630 -4.974
H 0.385 -3.811 -5.296
H -1.577 -2.714 -6.302
H -2.259 -0.501 -5.495
H -2.727 1.384 -4.265
H -1.961 2.848 -4.919
H -2.057 1.388 -5.929
H 1.522 1.358 -5.086
H 0.301 1.190 -6.348
H 0.526 2.752 -5.538
H 0.678 1.852 -2.687
H -0.469 3.111 -3.179
H -1.028 1.657 -2.285
H -0.234 0.472 0.812
H -0.889 -2.386 -1.211
H -2.729 -2.769 -2.906
H -4.381 1.134 -1.988
H -2.647 1.374 -0.099


22
Properties=species:S:1:pos:R:3 method="wB97M-V/def2-TZVPD" total_energy_ha=-4183.2179 fmax_ev_per_a=4.2 smiles="CCSP(=O)(SCC)C(F)(F)Br"
C 1.497 3.140 0.077
C -0.455 -3.126 0.818
C 1.198 2.441 -1.233
C 0.277 -2.837 -0.463
C -2.132 0.145 0.842
O 0.908 0.047 0.437
F -2.387 -1.038 1.440
F -1.959 1.041 1.811
P -0.299 0.114 -0.384
S -0.565 1.767 -1.489
S -0.818 -1.651 -1.431
Br -3.586 0.896 -0.248
H 0.880 4.085 0.130
H 1.446 2.347 0.846
H 2.504 3.484 0.243
H -0.142 -2.276 1.479
H -1.526 -3.335 0.859
H 0.135 -3.897 1.261
H 2.020 1.730 -1.392
H 1.325 3.108 -2.147
H 0.426 -3.640 -1.291
H 1.251 -2.543 -0.164


26
Properties=species:S:1:pos:R:3 method="wB97M-V/def2-TZVPD" total_energy_ha=-3510.9430 fmax_ev_per_a=4.9 e_above_lowest_kj_mol=410.32
C -2.404 0.266 0.685
C -2.257 1.083 -0.383
C -1.449 0.298 1.715
C -1.114 1.837 -0.623
C -0.477 1.217 1.648
C -0.303 1.931 0.434
C -0.553 -3.032 0.084
C 0.907 -0.840 -1.734
C 0.723 -2.682 -0.058
C 2.197 1.758 -0.576
C 1.108 -1.299 -0.483
C 1.607 -0.483 0.609
O 1.500 2.810 -1.347
S 1.174 2.980 0.216
Br 3.393 -0.903 1.081
H -3.158 -0.436 0.894
H -3.144 1.018 -1.159
H -1.404 -0.198 2.681
H -0.809 2.458 -1.419
H 0.249 1.411 2.411
H -0.700 -4.005 0.380
H -1.485 -2.502 -0.136
H 1.141 0.173 -2.135
H 0.483 -1.481 -2.462
H 1.578 -3.484 0.146
H 3.198 2.102 -0.470


11
Properties=species:S:1:pos:R:3 method="wB97M-V/def2-TZVPD" total_energy_ha=-467.7212 fmax_ev_per_a=8.2 smiles="O/N=c1/ncon1O" e_above_lowest_kj_mol=638.28
C -0.083 -0.702 0.089
C 1.973 -0.297 -0.119
H -2.826 -0.683 0.765
H 3.036 -0.052 -0.395
H -1.383 1.808 -0.136
N -1.252 -1.050 -0.292
N 1.090 -1.346 -0.009
N 0.225 0.694 0.473
O -2.153 -0.033 0.140
O 1.447 0.841 0.141
O -0.620 1.296 -0.438


What are the HOMO energy values for these records? In order: -10.47 -11.03 -8.95 -9.35 -7.43 -9.09 eV.
What are the gap between HOMO and LUMO values for these records? In order: 10.99 8.73 2.75 9.61 7.42 9.24 eV.